(1)
ORCA calculation (ωB97M-V with the def2-TZVPD basis set) on 8 unconnected molecules or ions with the total composition C38H56N8O2 at a distorted geometry.

```
104
Properties=species:S:1:pos:R:3:lowdin_charge:R:1
C -2.6076 1.9611 3.4215 -0.099
C -1.6471 0.7822 3.3462 -0.267
C -2.3622 -0.5579 3.1976 -0.201
C -3.1313 -0.7427 1.8765 -0.221
N -2.5429 0.0211 0.7727 -0.048
C -1.2740 -0.5715 0.3355 -0.150
C -0.2903 0.4650 -0.2146 -0.331
C -0.4739 0.8705 -1.6790 -0.064
C -1.5447 1.8878 -2.0533 -0.305
C -2.2377 2.7246 -1.0837 -0.023
O -2.8939 1.5972 -1.8082 -0.094
O 1.0141 -0.1240 -0.2014 -0.178
C 1.6403 -0.1045 1.0632 -0.086
H -3.1542 2.0873 2.4876 0.061
H -3.3275 1.8189 4.2297 0.074
H -2.0753 2.8892 3.6299 0.068
H -0.9339 0.9353 2.5364 0.066
H -1.0590 0.7469 4.2667 0.107
H -3.0876 -0.6277 4.0120 0.108
H -1.6534 -1.3747 3.3508 0.081
H -3.1940 -1.8140 1.6342 0.108
H -4.1571 -0.3985 2.0090 0.114
H -3.1785 -0.0135 -0.0122 0.103
H -1.4221 -1.3014 -0.4694 0.100
H -0.8058 -1.0990 1.1655 0.114
H -0.2765 1.3382 0.4474 0.129
H -0.6449 -0.0288 -2.2792 0.115
H 0.4867 1.2943 -1.9764 0.127
H -1.3596 2.3606 -3.0214 0.145
H -2.7046 3.6441 -1.4092 0.112
H -2.2935 2.4898 -0.0306 0.092
H 2.2702 -0.9861 1.1646 0.095
H 0.9119 -0.1169 1.8791 0.070
H 2.2684 0.7845 1.1660 0.081
C -1.0983 -5.0321 -3.4469 -0.104
C -0.1388 -3.9878 -3.3504 -0.110
C -0.4788 -3.2121 -2.2784 -0.145
N -1.6060 -3.7463 -1.7148 0.006
C -1.9883 -4.8566 -2.4199 -0.136
H -1.1286 -5.8208 -4.1794 0.091
H 0.7070 -3.8139 -3.9961 0.079
H -0.0068 -2.3291 -1.8800 0.085
H -2.0783 -3.3784 -0.9100 0.126
H -2.8568 -5.4247 -2.1342 0.105
C 1.7676 5.1049 1.8099 -0.099
C 1.6023 3.6944 1.7268 -0.106
C 1.7469 3.1892 2.9912 -0.149
N 1.9989 4.2412 3.8307 -0.007
C 2.0123 5.4120 3.1205 -0.128
H 1.7183 5.8105 0.9978 0.093
H 1.4018 3.1188 0.8379 0.081
H 1.6916 2.1788 3.3619 0.105
H 2.1146 4.1873 4.8262 0.135
H 2.1985 6.3548 3.6045 0.110
C 1.6061 -2.2765 6.1415 -0.109
C 1.0522 -2.5233 7.4278 -0.111
C -0.2302 -2.9658 7.2423 -0.143
N -0.4719 -2.9954 5.8964 0.001
C 0.6409 -2.5784 5.2183 -0.154
H 2.5988 -1.9203 5.9216 0.090
H 1.5409 -2.3914 8.3783 0.090
H -0.9851 -3.2604 7.9506 0.104
H -1.3358 -3.2770 5.4718 0.139
H 0.6543 -2.5325 4.1424 0.097
C 6.2414 1.1284 5.6879 -0.111
C 5.7036 1.4580 6.9625 -0.113
C 4.5828 2.2143 6.7491 -0.144
N 4.4244 2.3539 5.3968 0.005
C 5.4297 1.6956 4.7427 -0.139
H 7.1233 0.5429 5.4898 0.090
H 6.0955 1.1716 7.9239 0.089
H 3.8899 2.6583 7.4433 0.103
H 3.6867 2.8583 4.9417 0.095
H 5.4810 1.6888 3.6675 0.106
C 4.8942 -3.5166 -3.7485 -0.110
C 4.3346 -2.8295 -2.6347 -0.108
C 3.3041 -2.0639 -3.1094 -0.150
N 3.2142 -2.2674 -4.4568 0.003
C 4.1792 -3.1503 -4.8583 -0.139
H 5.7219 -4.2055 -3.7338 0.088
H 4.6487 -2.8962 -1.6067 0.088
H 2.6221 -1.4007 -2.6021 0.098
H 2.5482 -1.8342 -5.0715 0.125
H 4.2725 -3.4429 -5.8898 0.105
C -6.9874 1.4588 -5.0336 -0.119
C -5.7963 0.9994 -5.6589 -0.115
C -4.8049 1.0282 -4.7130 -0.144
N -5.3485 1.4846 -3.5459 0.007
C -6.6759 1.7493 -3.7307 -0.147
H -7.9585 1.5634 -5.4878 0.086
H -5.6812 0.6849 -6.6826 0.087
H -3.7634 0.7615 -4.7723 0.103
H -4.8234 1.6061 -2.6958 0.109
H -7.2873 2.1200 -2.9258 0.101
C 0.2086 0.6724 -8.2586 -0.109
C -0.1518 -0.6944 -8.1013 -0.107
C -0.0449 -0.9944 -6.7701 -0.148
N 0.3685 0.1381 -6.1196 -0.004
C 0.5247 1.1583 -7.0188 -0.143
H 0.2320 1.2331 -9.1778 0.090
H -0.4571 -1.3766 -8.8765 0.091
H -0.2321 -1.9088 -6.2316 0.101
H 0.5280 0.2106 -5.1316 0.130
H 0.8447 2.1362 -6.7033 0.104
```

As for the LUMO energy: 0.3 eV. Its HOMO-LUMO gap is 0.3062 Eh. As for the maximum force: 0.038 Eh/bohr. The structure (SMILES) is CCCCNC[C@H](C[C@@H]1CO1)OC.c1cc[nH]c1.c1cc[nH]c1.c1cc[nH]c1.c1cc[nH]c1.c1cc[nH]c1.c1cc[nH]c1.c1cc[nH]c1. As for the energy: -56326.474 eV. The HOMO energy is -8.0089 eV.



(2)
ORCA calculation (ωB97M-V with the def2-TZVPD basis set) on a molecular structure, C38H57BMoN10O2S at a distorted geometry.

```
110
Properties=species:S:1:pos:R:3:mulliken_spin:R:1
Mo 10.7231 13.8061 11.9341 2.201
C 13.5023 10.9692 8.5980 0.002
C 13.0713 11.9218 9.7307 0.034
C 14.3521 12.4677 10.3778 0.011
C 12.2048 11.2754 10.7237 -0.042
C 12.2260 9.9160 11.1851 0.033
C 11.1079 9.7850 12.0459 0.028
C 10.7661 8.5686 12.8670 0.000
C 10.9986 8.9836 14.3249 0.000
C 11.6881 7.3880 12.5009 0.001
N 10.4673 10.9789 12.1207 0.010
N 11.1721 11.8890 11.3909 0.007
B 8.9374 11.2331 12.1344 -0.040
N 8.3995 11.7954 10.7162 -0.004
N 8.7410 13.1819 10.6773 0.012
C 7.9591 13.7686 9.7888 -0.031
C 7.1556 12.7731 9.1761 0.003
C 7.4889 11.5730 9.7687 0.003
C 7.0597 10.2183 9.3141 0.001
C 5.5592 10.1542 9.0571 0.000
C 7.6628 9.0571 10.1757 -0.001
C 7.8243 15.2363 9.5946 0.006
C 6.3986 15.6200 10.0846 0.001
C 7.9559 15.6164 8.1013 0.000
N 8.4969 12.1927 13.3075 0.021
N 9.2124 13.4575 13.3444 0.012
C 8.4418 14.3102 14.1059 -0.042
C 7.2485 13.7031 14.4815 0.012
C 7.3505 12.3550 14.0632 0.044
C 6.3438 11.2638 14.3910 -0.003
C 6.5006 9.8983 13.7438 0.002
C 4.9120 11.8154 14.3202 0.003
C 8.8165 15.7291 14.2488 0.029
C 9.8193 15.9997 15.4221 0.010
C 7.5311 16.5063 14.3334 0.002
H 14.0296 11.5252 7.7930 0.000
H 14.2098 10.2369 8.9598 0.000
H 12.5960 10.4774 8.1898 0.000
H 12.4937 12.7726 9.2985 0.026
H 15.0777 11.6702 10.4694 0.000
H 14.7713 13.2083 9.6978 0.000
H 14.1696 13.0359 11.2896 -0.002
H 12.9506 9.1557 10.9560 0.000
H 9.6849 8.3285 12.7574 0.001
H 12.0697 9.0905 14.4779 0.000
H 10.4389 9.8984 14.5849 0.000
H 10.7175 8.1277 14.9876 0.000
H 12.7254 7.6355 12.7945 0.000
H 11.3726 6.4547 13.0316 0.000
H 11.6943 7.1693 11.4712 0.000
H 8.4361 10.1428 12.2145 -0.002
H 6.3673 12.8955 8.4142 0.000
H 7.4978 10.0940 8.3276 0.000
H 5.0293 10.6102 9.8951 0.000
H 5.2340 10.6261 8.1113 0.000
H 5.2742 9.0850 8.9754 0.000
H 7.2803 9.1884 11.1916 0.001
H 7.3125 8.0556 9.8205 0.000
H 8.7672 9.0533 10.1659 0.000
H 8.5730 15.7378 10.2423 0.016
H 5.6956 14.9958 9.5998 0.000
H 6.2603 15.5588 11.2076 0.000
H 6.2683 16.6761 9.8569 0.000
H 7.0389 15.2427 7.5988 0.000
H 8.0762 16.6725 7.9367 0.000
H 8.8134 15.0610 7.5812 0.000
H 6.4367 14.2579 14.9494 0.001
H 6.4982 11.0069 15.4239 0.004
H 6.0146 9.9303 12.7944 0.000
H 7.5223 9.5479 13.5462 0.001
H 5.9790 9.1309 14.3654 -0.001
H 4.4626 11.2246 13.5781 0.000
H 4.4110 11.5971 15.2719 0.000
H 4.9410 12.8759 14.1421 0.000
H 9.3472 15.9053 13.2816 0.019
H 9.3821 15.5421 16.3045 0.000
H 10.7552 15.5011 15.2582 -0.004
H 9.9507 17.0719 15.5019 -0.002
H 7.0236 16.4034 15.2837 0.001
H 7.7895 17.5434 14.2389 0.000
H 6.8270 16.2341 13.5392 -0.001
C 9.3075 22.2663 11.9180 0.000
C 8.1192 22.0095 10.9929 0.000
O 7.1455 21.3751 11.3932 0.000
C 8.3308 22.5789 9.6167 0.000
C 7.7095 23.7467 9.3043 0.000
C 7.8674 24.4203 8.0335 0.000
C 8.6507 23.8129 7.0657 0.000
C 9.1951 22.5571 7.2977 0.000
C 9.1918 21.8900 8.5839 0.000
O 9.7078 20.7550 8.6413 0.000
H 10.0096 22.9276 11.4643 0.000
H 9.8850 21.2969 12.0598 0.000
H 8.9527 22.5669 12.8912 0.000
H 7.1543 24.2574 10.0682 0.000
H 7.4653 25.4000 7.8693 0.000
H 8.9253 24.4037 6.1833 0.000
H 9.5929 21.9988 6.4681 0.000
S 13.2619 15.3394 13.5755 0.729
C 12.1822 14.3630 12.8933 -0.272
N 11.8616 18.9864 8.3605 0.006
C 11.7954 17.6507 8.3018 -0.002
N 12.7760 17.0792 7.6111 0.002
N 10.7990 17.0286 8.9786 0.027
C 10.9200 16.0587 9.7488 0.073
N 10.7692 15.2211 10.5834 0.054
H 12.4252 19.4762 7.6922 0.000
H 11.1355 19.5499 8.8181 0.000
H 13.3344 17.7933 7.1272 0.000
H 12.6621 16.1653 7.2170 0.000
```

As for the LUMO energy (spin up / spin down): -4.9 / -6.1 eV. Its spin multiplicity is 4. Its expectation value of S² is 3.808. Its HOMO-LUMO gap (spin up / spin down) is 0.0778 / 0.0336 Eh. As for the maximum force: 0.124 Eh/bohr. For the relative energy (zero: lowest compared OMol25 entry of this formula, charge and spin), the calculation gives 92.8 kcal/mol. The total charge is +1. As for the energy: -72685.427 eV. The HOMO energy (spin up / spin down) is -6.9856 / -6.9859 eV.